{
  "formula": "C9H6I2N2O",
  "method": "wB97M-V/def2-TZVPD",
  "orbital_gap_ev": 8.2,
  "lumo_energy_ev": -0.839,
  "energy_ha": -1126.675440,
  "relative_energy_kj_mol": 0.0,
  "symbols": ["C", "C", "C", "C", "C", "C", "C", "C", "C", "N", "N", "O", "I", "I", "H", "H", "H", "H", "H", "H"],
  "coordinates": [[2.54765, -0.27314, 0.91263], [1.96626, 0.73869, 1.65918], [1.86228, -0.81747, -0.15753], [0.70729, 1.20164, 1.33280], [0.60281, -0.35415, -0.50718], [0.01215, 0.65556, 0.25901], [-2.19264, -1.06300, -0.48037], [-2.36888, 0.41740, -0.36455], [-0.17151, -0.96901, -1.64020], [-1.28923, -1.68422, -1.07885], [-1.26958, 1.13747, -0.05657], [-3.44535, 0.93883, -0.54674], [-3.79552, -2.13212, 0.34032], [-1.66584, 3.16756, 0.01803], [3.53245, -0.63556, 1.16226], [2.49059, 1.16809, 2.49835], [2.30874, -1.60509, -0.74525], [0.24818, 1.98886, 1.91222], [-0.51440, -0.18653, -2.33187], [0.43457, -1.69383, -2.18568]],
  "forces_ev_per_a": [[0.0698, -0.0018, 0.0347], [0.0428, -0.0263, -0.0620], [-0.0605, 0.0955, 0.0096], [-0.1434, -0.0353, -0.0007], [0.0400, 0.0508, -0.0798], [0.6684, -0.2024, 0.1430], [-0.0544, -0.6551, -0.1757], [-0.4069, 0.2877, -0.0936], [0.3340, 0.3751, -0.0710], [-0.6438, -0.4019, 0.2357], [0.0169, 1.0145, -0.0033], [-0.2611, -0.1986, -0.1409], [-0.0809, -0.1038, 0.1002], [0.2244, -0.2755, -0.0075], [0.0986, -0.0430, 0.0348], [0.0553, 0.0414, 0.0832], [0.0405, -0.1023, -0.0615], [-0.0153, 0.0385, 0.0426], [0.0396, -0.0949, 0.0085], [0.0360, 0.2374, 0.0035]]
}

=====

{
  "formula": "C5H12NO",
  "method": "wB97M-V/def2-TZVPD",
  "orbital_gap_ev": [8.5, 8.5],
  "lumo_energy_ev": [-5.123, -5.124],
  "energy_ha": -327.350061,
  "total_charge": 1,
  "relative_energy_kj_mol": 287.6,
  "symbols": ["C", "C", "C", "C", "C", "N", "O", "H", "H", "H", "H", "H", "H", "H", "H", "H", "H", "H", "H"],
  "coordinates": [[-2.02744, -0.23718, -1.42586], [-1.60652, 0.73127, -0.61141], [1.11877, -1.07808, -0.77151], [1.69472, -0.13542, 1.30062], [-1.12715, 0.40694, 0.63639], [1.08198, 0.13192, 0.08539], [-0.88037, 1.42208, 1.46806], [-2.46805, -0.01124, -2.33031], [-2.16351, -1.25435, -1.20656], [-1.54518, 1.78887, -0.86258], [0.21552, -1.07901, -1.50895], [1.95612, -0.89553, -1.33351], [1.13999, -1.89580, -0.14885], [1.05137, -0.79936, 1.86394], [2.65041, -0.59984, 1.13216], [1.86040, 0.65389, 1.94203], [-1.21711, -0.52786, 1.12337], [1.26272, 1.09869, -0.33249], [-0.99668, 2.28002, 0.98008]],
  "forces_ev_per_a": [[-0.3967, 0.9516, 0.6204], [-0.4670, -0.4303, -1.6360], [-2.9543, 3.6622, -1.6492], [0.6654, -1.6597, 1.1892], [2.4608, 2.4959, 2.0001], [-3.0923, 1.4183, -1.9801], [-0.6856, -0.0203, -0.5089], [-0.5176, 0.7385, -2.0888], [0.3196, -1.2205, 0.9110], [-0.2686, -0.2287, -0.4308], [1.4592, -0.1590, 1.3257], [2.2297, -0.7273, -1.7141], [0.1224, -1.9623, 1.0890], [0.0848, -0.5728, 0.2452], [0.5868, -0.4378, 0.1991], [0.2046, 2.2147, 0.9846], [0.0985, -0.9332, 0.2767], [-0.0079, -2.2460, 0.4005], [0.1582, -0.8834, 0.7663]]
}

=====

{
  "formula": "C41H39FN6O10PbS",
  "method": "wB97M-V/def2-TZVPD",
  "orbital_gap_ev": 4.8,
  "lumo_energy_ev": -6.726,
  "energy_ha": -3357.088107,
  "total_charge": 2,
  "symbols": ["Pb", "C", "C", "C", "C", "C", "C", "C", "H", "H", "H", "H", "H", "H", "H", "H", "C", "C", "N", "C", "C", "C", "O", "O", "C", "O", "C", "C", "C", "F", "C", "C", "C", "N", "C", "C", "N", "C", "C", "H", "H", "H", "H", "H", "H", "H", "H", "H", "H", "H", "H", "H", "H", "H", "H", "H", "H", "O", "C", "O", "C", "C", "C", "C", "O", "C", "O", "C", "C", "H", "H", "H", "H", "H", "O", "C", "N", "S", "O", "O", "C", "C", "C", "C", "C", "C", "H", "H", "H", "H", "N", "C", "C", "C", "N", "H", "H", "H", "H"],
  "coordinates": [[1.13544, -1.83045, -1.36999], [0.88552, -4.72717, -3.80123], [0.94493, -4.81400, -2.29493], [-0.21783, -4.96021, -1.52562], [-0.13358, -5.12695, -0.15172], [1.10000, -5.13378, 0.48724], [2.26093, -4.96872, -0.25206], [2.18231, -4.81854, -1.63001], [-0.01369, -5.20632, -4.18453], [1.75420, -5.20719, -4.24956], [0.88053, -3.69198, -4.15554], [-1.18054, -4.97466, -2.02077], [-1.03409, -5.26362, 0.43258], [1.15718, -5.27675, 1.55775], [3.22741, -4.96497, 0.23085], [3.09242, -4.72461, -2.20458], [1.54750, 1.22730, 6.08640], [2.31226, 1.82204, 4.91708], [1.81146, 1.34125, 3.61723], [2.36504, 0.24825, 3.08688], [2.04361, -0.26839, 1.85630], [2.70826, -1.52069, 1.44119], [3.64150, -1.96853, 2.03950], [2.16641, -2.18572, 0.40349], [1.12328, 0.42298, 1.04935], [0.93454, 0.17243, -0.17110], [0.40232, 1.51314, 1.67392], [-0.68401, 2.10154, 1.01164], [-1.38480, 3.09638, 1.62015], [-2.48542, 3.58558, 1.01828], [-1.02588, 3.60585, 2.88269], [0.04300, 3.01992, 3.53524], [0.75441, 1.96052, 2.95448], [-1.69803, 4.69270, 3.48213], [-2.20875, 4.54579, 4.83149], [-2.15277, 5.87559, 5.55967], [-2.94957, 6.88471, 4.77110], [-2.42010, 6.99512, 3.36186], [-2.48511, 5.62827, 2.70348], [1.92583, 1.63314, 7.02350], [1.66848, 0.14474, 6.11439], [0.48064, 1.44493, 6.02048], [3.36422, 1.54816, 4.96826], [2.27329, 2.90956, 4.91872], [3.13933, -0.24130, 3.66552], [-1.00064, 1.70997, 0.05178], [0.33661, 3.40561, 4.49967], [-1.62692, 3.81916, 5.39269], [-3.25047, 4.18504, 4.81887], [-1.13239, 6.25195, 5.60981], [-2.57073, 5.80967, 6.56231], [-2.93580, 7.79543, 5.23324], [-3.92677, 6.58086, 4.73393], [-1.38935, 7.33657, 3.44002], [-3.01249, 7.73333, 2.82523], [-2.08764, 5.72635, 1.69721], [-3.53400, 5.30999, 2.61377], [-1.80335, -0.14150, -0.76076], [-1.93024, -1.33470, -0.91267], [-0.97358, -2.25082, -1.05283], [-3.29435, -1.94699, -0.99992], [-3.48919, -3.29023, -0.67946], [-4.74597, -3.88301, -0.71876], [-5.77668, -3.07265, -1.15040], [-7.08703, -3.38924, -1.27784], [-7.76148, -2.22092, -1.76230], [-6.76789, -1.20095, -1.89003], [-5.57852, -1.74881, -1.51395], [-4.34992, -1.14220, -1.44067], [-2.62320, -3.86431, -0.38659], [-4.91519, -4.91281, -0.44186], [-8.51636, -1.91214, -1.03963], [-8.20053, -2.43164, -2.73714], [-4.19188, -0.10194, -1.68432], [1.94568, -0.61622, -4.73940], [2.87333, -0.92990, -4.05286], [2.80407, -1.40375, -2.70856], [4.31320, -1.62491, -2.00891], [4.49858, -0.60097, -1.01946], [4.48444, -2.99106, -1.61970], [5.18507, -1.27215, -3.47929], [6.54193, -1.40486, -3.70051], [6.99374, -1.16339, -4.99158], [6.11305, -0.78858, -6.00517], [4.75576, -0.65167, -5.75750], [4.29921, -0.91744, -4.47729], [7.22058, -1.68615, -2.90786], [8.04692, -1.26913, -5.21221], [6.49566, -0.60951, -7.00033], [4.06037, -0.35562, -6.53101], [0.35859, 1.06977, -2.69465], [-0.31186, 1.75201, -3.63500], [-1.05420, 0.84129, -4.35239], [-0.76280, -0.39205, -3.76827], [0.09230, -0.23689, -2.76892], [0.95720, 1.40367, -1.95691], [-0.21072, 2.81932, -3.72900], [-1.69720, 1.03800, -5.19031], [-1.11904, -1.37419, -4.03356]],
  "forces_ev_per_a": [[-0.9949, 1.1378, 0.2461], [0.0008, 0.0462, 0.0479], [-0.2396, 0.4487, -0.0865], [0.0214, -0.0739, 0.0777], [0.0078, -0.0811, -0.0127], [0.0504, -0.1206, -0.0611], [-0.0694, -0.1807, 0.0132], [0.1637, 0.2721, 0.0878], [-0.0009, -0.0059, -0.0028], [-0.0114, -0.0296, 0.0033], [0.0005, 0.0081, -0.0261], [-0.0177, 0.0227, 0.0122], [-0.0251, -0.0049, -0.0153], [-0.0099, 0.0251, 0.0119], [0.0121, 0.0610, 0.0021], [0.0014, -0.0192, -0.0250], [-0.0465, -0.0044, -0.0041], [-0.0451, -0.0337, 0.0969], [-0.1239, 0.1073, -0.0815], [0.1250, -0.1301, -0.1686], [-0.1726, 0.1544, 0.4159], [-0.1531, -0.2861, -0.8257], [0.1323, -0.1671, 0.2001], [0.2748, -0.3778, 0.2389], [0.1956, -0.0192, -0.3418], [-0.1524, 0.0636, -0.4270], [-0.0530, 0.1233, 0.0725], [0.0482, -0.0124, -0.0813], [0.0233, -0.0257, 0.1209], [-0.0385, 0.0061, -0.0740], [-0.0236, 0.1011, -0.0362], [0.0808, -0.0254, -0.0354], [0.0022, -0.0336, 0.1299], [0.1011, -0.0900, 0.0774], [-0.0836, -0.0078, -0.0605], [-0.0001, -0.0163, 0.0246], [0.1071, -0.0480, -0.0452], [0.0166, -0.0154, -0.0308], [0.0156, 0.0328, 0.0179], [0.0104, -0.0007, 0.0084], [-0.0097, -0.0049, 0.0037], [-0.0046, 0.0014, 0.0039], [-0.0047, 0.0107, -0.0176], [0.0368, -0.0033, -0.0506], [0.0118, 0.0257, -0.0004], [-0.0037, -0.0256, 0.0560], [0.0079, 0.0225, 0.0043], [0.0094, 0.0027, -0.0138], [0.0121, -0.0396, 0.0256], [-0.0231, 0.0352, 0.0055], [-0.0565, 0.0375, -0.0241], [0.0029, -0.0177, -0.0052], [0.0025, 0.0584, 0.0310], [-0.0217, 0.0397, 0.0282], [-0.0607, -0.0061, 0.0574], [0.0081, 0.0057, 0.0294], [0.0020, 0.0093, -0.0562], [0.3475, -0.0611, 0.0855], [-0.7416, 0.2470, -0.0187], [1.1226, -0.2506, -0.0533], [0.2883, -0.6376, -0.0850], [0.2892, 0.2309, 0.0111], [-0.3244, 0.2489, -0.2053], [0.1016, -0.1433, 0.0982], [-0.1708, -0.1545, -0.0117], [0.3464, -0.0747, 0.0633], [-0.0880, 0.2412, -0.0916], [0.0305, 0.1016, 0.0672], [-0.2516, 0.0126, 0.1109], [-0.0606, -0.0646, 0.0827], [0.0087, -0.0187, 0.0026], [0.0033, 0.0029, 0.0113], [0.0063, -0.0084, -0.0111], [-0.0374, 0.0100, -0.0309], [-0.1551, -0.0982, -0.1728], [0.0761, -0.2879, 0.4297], [-0.1699, -0.2143, 0.0448], [0.3352, 0.1256, 0.5121], [-0.0554, -0.0799, -0.1072], [0.0219, 0.1158, -0.0657], [0.0223, -0.1282, -0.2143], [-0.0145, 0.0765, 0.0248], [-0.0218, 0.0523, 0.0053], [0.0552, 0.0050, 0.0357], [-0.0827, 0.0505, 0.0165], [0.1304, 0.0182, 0.0215], [0.0032, -0.0442, 0.0053], [0.0083, 0.0036, -0.0064], [0.0070, 0.0142, -0.0066], [-0.0042, -0.0509, -0.0155], [0.1167, -0.0388, -0.1634], [0.0162, 0.0104, -0.0054], [0.0119, -0.0008, 0.0075], [-0.0251, -0.0650, -0.0050], [-0.0744, -0.1022, 0.0249], [-0.0560, 0.0055, 0.0563], [-0.0080, 0.0137, 0.0149], [-0.0299, -0.0019, 0.0003], [-0.0163, -0.0125, -0.0039]]
}